Density functional theory data (ωB97M-V with the def2-TZVPD basis set) for a molecular structure, C9H8F3OP in a non-equilibrium geometry.

Results
- Molar mass: 220.1 g mol⁻¹
- E_HOMO (spin up / spin down): -7.77 / -8.10 eV
- Gap between HOMO and LUMO (spin up / spin down): 6.865 / 6.659 eV
- LUMO energy (spin up / spin down): -0.91 / -1.44 eV

Last column: Mulliken charge in e.
Atoms and positions in Å:
C 0.0012 -2.1368 -0.9028  -0.6611
C 1.1718 -0.2165 -1.7028  -0.8954
C -0.7240 -1.3252 -0.0204  -0.6145
C 0.4840 0.5439 -0.8062  -0.0848
C 0.8388 -1.5455 -1.8357  0.6161
C -0.4564 0.0480 0.1054  1.2100
C 1.7001 -2.3796 -2.7599  -0.0511
C -0.9640 0.8027 1.1497  -0.7837
C -0.9519 4.9862 1.3013  0.3660
O 2.4332 -1.8704 -3.5908  -0.4939
F -0.4209 5.5899 0.2396  -0.2138
F 0.0675 4.9335 2.2602  -0.2410
F -1.9849 5.6461 1.7065  -0.1964
P -0.7620 2.5538 1.5026  0.2428
H -0.0793 -3.2745 -0.8673  0.2109
H 1.9104 0.1425 -2.2875  0.5557
H -1.5207 -1.5043 0.6475  0.3871
H 0.7629 1.6762 -0.8683  0.0334
H 1.2934 -3.4766 -2.7903  0.2070
H -1.7189 0.2713 1.7584  0.2313
H 0.5928 2.8567 1.1745  0.0944
H -0.8841 2.3500 2.9380  0.0810

***

Density functional theory data (ωB97M-V with the def2-TZVPD basis set) for C9H8N2 in the gas phase in a non-equilibrium geometry.

Results
- ΔE to the lowest compared entry with this formula, charge and spin: 46.8 kcal/mol
- Molar mass: 144.2 g mol⁻¹
- E_HOMO: -8.53 eV
- Gap between HOMO and LUMO: 9.371 eV
- LUMO energy: 0.84 eV
- SMILES: c1ccc(-c2ncc[nH]2)cc1

Last column: Mulliken charge in e.
Atoms and positions in Å:
C -3.2549 -0.0024 0.0051  -0.5661
C -2.5116 1.1255 0.2608  -0.1521
C -1.1817 1.1883 0.2480  -0.5727
C -0.4674 0.0048 -0.0431  0.8355
C 1.0338 0.1112 -0.0643  0.1401
N 1.7918 1.0563 -0.4427  -0.5854
C 3.0731 0.6105 -0.3152  -0.3242
C 3.1128 -0.6078 0.2236  -0.1379
N 1.7865 -0.9205 0.5177  -0.0412
C -1.1231 -1.1174 -0.2889  -0.4196
C -2.5034 -1.2282 -0.3036  -0.8304
H -4.3052 -0.0896 0.3253  0.3295
H -2.9681 2.1239 0.4824  0.2546
H -0.7607 2.1678 0.4128  0.3764
H 4.0196 1.3336 -0.5261  0.2706
H 3.9038 -1.3436 0.6697  0.2767
H 1.5188 -1.7181 0.7830  0.0533
H -0.4872 -1.8940 -0.5196  0.5236
H -3.0352 -2.0374 -0.4870  0.5693

***

Density functional theory data (ωB97M-V with the def2-TZVPD basis set) for 2 unconnected molecules or ions with the total composition C9H8N2O in a non-equilibrium geometry.

Results
- ΔE to the lowest compared entry with this formula, charge and spin: 82.6 kcal/mol
- Molar mass: 160.2 g mol⁻¹
- E_HOMO: -9.05 eV
- Gap between HOMO and LUMO: 8.625 eV
- LUMO energy: -0.43 eV

Last column: Mulliken charge in e.
Atoms and positions in Å:
C 3.0333 1.5714 -0.7276  0.4913
C -3.2255 0.2469 -0.7757  -0.4814
C -2.2794 1.2225 -1.0864  -0.5690
C -2.8307 -0.9348 -0.2050  -0.2267
C -0.9217 1.1053 -0.6508  -0.2864
C -1.5434 -1.1245 0.1704  -0.4191
C -0.5338 -0.1676 -0.0673  0.2036
C 0.7576 -0.3861 0.4506  1.0056
C 2.7783 -1.0043 1.4739  -0.7644
N 2.1128 0.8733 -0.4157  -0.7167
N 1.3689 -1.0966 1.2018  -0.3394
O 3.9126 2.2177 -1.0408  -0.5010
H -4.1768 0.3150 -1.1466  0.4380
H -2.5674 2.1391 -1.4515  0.4520
H -3.4781 -1.8868 -0.0858  0.2422
H -0.0717 1.8083 -0.9265  0.3139
H -1.3900 -2.1407 0.6531  0.2560
H 3.2300 -1.3120 0.5622  0.3462
H 2.8179 -1.5840 2.3776  0.3273
H 3.0072 0.1380 1.6899  0.2281

***

Density functional theory data (ωB97M-V with the def2-TZVPD basis set) for C9H8N2O in the gas phase in a non-equilibrium geometry.

Results
- ΔE to the lowest compared entry with this formula, charge and spin: 48.8 kcal/mol
- Molar mass: 160.2 g mol⁻¹
- E_HOMO: -8.62 eV
- Gap between HOMO and LUMO: 9.429 eV
- LUMO energy: 0.81 eV
- SMILES: Oc1ccccc1-c1cc[nH]n1

Last column: Mulliken charge in e.
Atoms and positions in Å:
O -0.3595 2.2778 -0.0291  -0.5716
C -1.1192 1.1996 -0.0657  0.5310
C -2.5390 1.0508 -0.1369  -0.5732
C -3.0797 -0.2884 -0.1978  -0.2655
C -2.3577 -1.4450 -0.1023  -0.5680
C -0.9952 -1.3493 0.0223  -0.3499
C -0.3907 -0.0034 -0.1318  1.1526
C 1.0947 -0.0308 -0.1145  -0.5028
C 1.9277 -0.1715 1.0890  -0.5823
C 3.1657 -0.0672 0.5010  -0.5971
N 3.0462 -0.0524 -0.8382  0.2618
N 1.7955 -0.0404 -1.2151  -0.7642
H 0.4205 2.0642 0.4961  0.3974
H -3.0783 2.0089 -0.2724  0.3598
H -4.1624 -0.2286 -0.2252  0.3318
H -2.7865 -2.4781 -0.0632  0.3156
H -0.2019 -2.1409 -0.1369  0.3071
H 1.6210 -0.2906 2.0828  0.4684
H 4.1996 0.0438 0.8812  0.4276
H 3.7993 -0.0586 -1.5435  0.2213